# 1
Formula: C28H23B2F4N8O4SeV
Source: the Open Molecules 2025 dataset
Level of theory: ωB97M-V/def2-TZVPD

Geometry as XYZ:
```
71
Properties=species:S:1:pos:R:3
V -0.24233 0.43612 -0.37318
C 1.57877 -3.49626 -0.67202
C 0.79394 -2.28470 -0.28181
N 1.11196 -1.08324 -0.70817
O 2.27767 -0.94343 -1.43684
B 2.08765 -0.41648 -2.85124
F 1.24630 -1.18356 -3.61227
F 3.33050 -0.37757 -3.47167
O 1.57762 1.00952 -2.82657
N 1.10382 1.43041 -1.61081
C 1.99401 2.05976 -0.82345
C 3.42654 2.14751 -1.22990
C 1.38431 2.60904 0.35425
N 0.11115 2.28780 0.45945
O -0.59352 2.93480 1.38133
B -1.34788 1.98855 2.32910
F -2.49255 1.62650 1.68652
F -1.55950 2.64456 3.50308
O -0.34770 0.80950 2.54762
N -0.22266 0.00482 1.44715
C -0.37413 -1.46205 1.81432
C -1.58456 -1.62956 2.80568
C 2.09298 3.51080 1.30881
H 1.66865 -3.53162 -1.74306
H 2.60607 -3.47539 -0.28483
H 1.08366 -4.41958 -0.37616
H 3.84298 1.12356 -1.45068
H 3.48524 2.83127 -2.10724
H 4.06393 2.62703 -0.46867
H -2.52630 -1.70675 2.25455
H -1.45165 -2.54163 3.43779
H -1.66891 -0.74572 3.45440
H 3.16041 3.62683 1.15254
H 1.64281 4.50503 1.20789
H 1.88238 3.12794 2.31600
Se 0.03528 -6.63200 2.94179
N -0.97945 -5.62561 1.76473
C -0.46870 -4.39297 1.64768
C -1.18149 -3.50065 0.74919
C -2.24936 -3.97360 0.01179
C -2.70011 -3.18714 -1.05043
C -2.28202 -1.83784 -1.15517
N -1.43372 -1.31064 -0.29650
C -0.55837 -2.17867 0.47669
C 1.04717 -1.65161 2.36772
N 1.90259 -0.59838 2.36054
C 3.04990 -0.70503 3.02511
C 3.54924 -1.90712 3.54065
C 2.77453 -3.06499 3.36699
C 1.50223 -2.92939 2.77015
C 0.76264 -4.15312 2.49801
N 1.05389 -5.23654 3.19403
H -2.64219 -4.97278 0.22589
H -3.40445 -3.54914 -1.78463
H -2.67638 -1.20204 -1.92294
H 3.55877 0.22729 3.12032
H 4.53641 -1.91343 3.96738
H 3.06280 -4.06217 3.76349
C -1.50264 1.29747 -1.44047
C -1.97792 2.33047 -2.01757
C -2.67538 3.31581 -2.74219
C -2.44170 4.62818 -2.30839
C -2.93651 5.71559 -2.99656
C -3.66189 5.50836 -4.15671
C -3.95730 4.23726 -4.57709
C -3.44464 3.13741 -3.92303
H -2.01956 4.82230 -1.32249
H -2.68633 6.70964 -2.61375
H -4.08592 6.35679 -4.67657
H -4.45625 4.10023 -5.52374
H -3.55480 2.15424 -4.41581
```

Its HOMO-LUMO gap (spin up / spin down) is 6.30 / 5.42 eV. As for the net charge: +1. Its spin multiplicity is 4.



# 2
Formula: C28H23BiBr2N5O6S
Source: the Open Molecules 2025 dataset
Level of theory: ωB97M-V/def2-TZVPD

Geometry as XYZ:
```
66
Properties=species:S:1:pos:R:3
Bi -0.84843 -0.36269 0.18294
C 6.93248 -0.59870 2.62242
O 5.91208 -0.59683 1.61966
C 4.63533 -0.45345 1.99062
C 4.19482 -0.18320 3.34843
C 2.89973 0.07210 3.64160
C 1.90564 0.05929 2.62807
C 0.56826 0.52889 2.98611
C 0.23977 0.65687 4.42453
O -0.32905 0.90133 2.15660
C 2.28352 -0.36617 1.27919
O 1.48910 -0.59915 0.26821
C 3.65693 -0.51966 0.99967
H 7.80649 -1.20498 2.27508
H 6.51567 -1.04910 3.53573
H 7.32002 0.41205 2.87457
H 4.86777 -0.20441 4.20983
H 2.58549 0.25696 4.65372
H 0.90668 1.46837 4.89366
H 0.43963 -0.26045 4.95373
H -0.78768 0.96826 4.49718
H 4.03739 -0.94985 0.03265
Br -6.03616 -0.42008 -1.19628
C -4.62641 -0.29862 -2.39975
C -4.79529 -0.41595 -3.75803
C -3.67528 -0.52749 -4.63388
Br -4.09317 -0.72619 -6.43342
C -2.36548 -0.53731 -4.14576
C -1.22313 -0.65983 -4.98987
C 0.03121 -0.55905 -4.37005
C 0.15591 -0.39998 -2.97804
N -0.90603 -0.27229 -2.19640
C -2.17459 -0.36496 -2.72242
C -3.27917 -0.21435 -1.85982
O -3.12540 -0.14302 -0.54239
H -5.82463 -0.42158 -4.15829
H -1.30022 -0.81963 -6.07739
H 0.95649 -0.72063 -4.93576
H 1.12665 -0.42624 -2.43902
C -1.23632 7.31499 -0.83937
C -0.71326 6.16790 -0.02352
C 0.02476 6.35272 1.14905
C 0.40064 5.16648 1.78653
N 0.25063 3.96055 1.25142
C -0.35538 3.88864 0.08347
S -0.29465 2.44014 -0.91644
N -1.10903 4.93515 -0.39485
H -2.22419 7.58597 -0.44966
H -1.33598 6.92207 -1.87424
H -0.58924 8.21460 -0.76481
H 0.24224 7.28629 1.58163
H 0.83155 5.14702 2.78167
C -2.09984 -5.94429 -1.71960
N -1.55256 -5.01358 -0.75876
C -1.27175 -5.38473 0.52833
C -0.86021 -4.50199 1.49800
C -0.80788 -3.07363 1.14468
O -0.61840 -2.12338 1.90533
N -1.00065 -2.75292 -0.15780
C -1.36106 -3.63229 -1.14380
O -1.60105 -3.24457 -2.30411
H -3.13844 -6.19989 -1.37531
H -1.43651 -6.83680 -1.79781
H -2.06062 -5.41369 -2.67253
H -1.53916 -6.43097 0.73363
H -0.62056 -4.87806 2.51125
```

Its HOMO-LUMO gap is 6.56 eV. As for the net charge: -1. Its spin multiplicity is 1.



# 3
Formula: C28H23Cl3N12O3ReS2
Source: the Open Molecules 2025 dataset
Level of theory: ωB97M-V/def2-TZVPD

Geometry as XYZ:
```
72
Properties=species:S:1:pos:R:3
Re 0.22926 1.95257 -2.02782
N -0.56669 5.10490 -0.96052
C -1.34272 4.53357 -2.02075
N -2.32497 5.10528 -2.61636
N -2.78493 4.20920 -3.56607
N -2.11821 3.15322 -3.54676
N -1.15118 3.29790 -2.55257
C 0.52398 4.42993 -0.32232
N 1.24143 4.90716 0.62849
N 2.17349 3.93368 0.94526
N 2.02864 2.92279 0.22617
N 0.95994 3.18062 -0.63179
H -0.80636 6.05411 -0.63915
Cl 3.50913 0.08764 5.71075
C 3.17420 -0.89030 4.33658
C 1.87381 -0.99123 3.85943
C 1.60281 -1.78047 2.73780
C 2.62567 -2.47718 2.06656
C 2.32146 -3.29308 0.81071
C 2.80319 -2.68420 -0.53432
N 2.54224 -1.27158 -0.73533
C 3.30813 -0.23605 -0.27132
C 2.69354 0.90098 -0.73648
N 1.61388 0.58131 -1.51408
C 1.57681 -0.73127 -1.53581
O 0.99852 -3.85725 0.83367
C -0.03379 -3.20170 0.10679
C -1.36835 -3.76690 0.48707
C -2.44981 -3.06309 0.97076
Cl -2.55365 -1.36999 1.26799
S -3.81060 -4.02038 1.29431
C -2.99212 -5.43630 0.79590
C -1.70322 -5.16442 0.39006
C 3.93338 -2.36731 2.58512
Cl 5.28025 -3.18570 1.87033
C 4.20520 -1.57822 3.70846
H 1.06202 -0.45946 4.35045
H 0.57020 -1.83750 2.40617
H 2.91613 -4.20916 0.92174
H 2.36764 -3.22707 -1.38139
H 3.89022 -2.79226 -0.62602
H 4.19030 -0.37691 0.33536
H 2.98188 1.93082 -0.56851
H 0.87133 -1.32186 -2.10478
H 0.11617 -3.37868 -0.96354
H -0.00419 -2.12589 0.28906
H -3.49049 -6.39574 0.82720
H -1.01813 -5.93098 0.04615
H 5.21967 -1.49889 4.09084
C -3.97199 1.11830 -2.12263
C -2.59061 1.38367 -1.58332
O -1.64271 1.58558 -2.33993
C -2.38220 1.39922 -0.10448
C -1.09228 1.64725 0.38518
C -0.85046 1.67122 1.76000
C -1.89524 1.44764 2.65437
C -3.18127 1.20007 2.17624
C -3.42750 1.17520 0.80033
H -3.94151 1.14356 -3.21649
H -4.66576 1.89286 -1.78572
H -4.31412 0.12625 -1.81684
H -0.26807 1.82343 -0.30404
H 0.15334 1.86456 2.13026
H -1.70661 1.46636 3.72505
H -3.99442 1.02593 2.87720
H -4.44101 0.97937 0.46373
S -0.62622 0.46581 -3.69052
C -1.25565 -0.62915 -4.91670
N -1.67036 -1.35077 -5.72472
O 2.20448 3.16133 -4.12497
C 1.53621 2.75238 -3.41545
H -0.86115 1.28527 -0.87010
```

Its HOMO-LUMO gap (spin up / spin down) is 5.58 / 5.82 eV. As for the net charge: 0. Its spin multiplicity is 4.



The calculation returns the following maximum force values, one per record and in order: 4.8; 3.4; 11.5 eV/Å.